73
Properties=species:S:1:pos:R:3:forces:R:3 method="wB97M-V/def2-TZVPD" e_lumo_ev="-7.31 / -7.29" multiplicity=4 max_force_ha_per_bohr=0.05207 e_tot_ha=-2550.31497 relative_energy_kj_mol=0.0 homo_energy_ev="-12.53 / -12.53" total_charge=+2 homo_lumo_gap_ha="0.1918 / 0.1926"
Re 1.7728 -0.5804 0.4022 0.7 1.4 -2.2
N 4.8062 -2.4494 2.4710 -0.7 0.1 1.0
C 3.8477 -1.6375 2.0365 -0.4 0.3 -0.2
S 4.0261 -1.1164 0.3367 0.1 -0.2 0.8
N 2.8267 -1.3394 2.8560 0.5 0.6 -0.1
N 2.0363 -0.3174 2.2847 0.3 0.3 0.5
C 1.7819 0.8857 2.8443 0.6 -1.3 1.4
C 1.7193 1.9498 1.9174 -0.5 -0.1 -0.5
C 1.4289 3.3004 2.2258 0.1 0.0 -0.2
C 1.2768 4.2030 1.1998 0.1 -0.9 -1.2
C 1.4778 3.7536 -0.1532 0.3 -0.6 1.3
C 1.8854 2.4430 -0.3688 -0.2 0.6 0.5
N 1.9671 1.5379 0.6350 -0.6 0.7 0.2
H 5.5960 -2.7264 1.9277 0.1 0.0 -0.2
H 4.7614 -2.6413 3.4585 0.3 -0.3 0.1
H 1.7252 1.0207 3.9387 0.5 -0.1 -0.7
H 1.3375 3.6180 3.2585 -0.1 -0.2 -0.1
H 0.9902 5.2294 1.3867 0.1 0.0 0.1
H 1.3521 4.4320 -0.9731 0.1 0.2 -0.3
H 2.1726 2.0236 -1.3158 -0.2 0.3 -0.4
C -2.8481 6.3255 0.4985 0.2 0.1 0.7
O -4.0376 5.5496 0.2194 0.4 0.3 0.0
C -4.0461 4.6055 -0.7194 0.3 0.6 0.6
C -2.9314 4.2624 -1.5056 0.0 1.1 0.3
C -3.1032 3.3577 -2.4935 0.5 -0.9 0.1
C -4.2272 2.5188 -2.4630 -1.0 -0.2 -0.7
C -5.3735 2.9386 -1.7794 -0.5 -0.2 1.0
C -5.2816 3.9741 -0.8944 -0.7 -0.1 -0.1
N -4.1678 1.2129 -2.8259 0.3 0.9 -0.4
N -3.1718 0.8944 -3.5477 0.9 -1.2 0.1
C -2.1644 0.1432 -3.0485 -0.7 0.3 -1.7
C -1.1237 -0.1922 -4.0054 0.3 0.5 1.9
C 0.1955 -0.3259 -3.5902 -1.9 0.0 0.7
C 0.4579 -0.2175 -2.1950 1.0 0.3 0.0
O 1.6691 -0.1646 -1.7242 -1.4 -1.0 0.1
C -0.6401 -0.1046 -1.2469 0.7 0.2 1.4
N -0.2611 -0.0772 0.1007 -1.9 -0.4 -0.7
C -1.2135 0.0565 1.0433 0.9 0.1 -0.3
C -2.5750 0.1552 0.7112 -0.1 0.0 -0.5
C -2.9295 0.1366 -0.6310 -0.4 -0.2 1.0
C -1.9627 0.0434 -1.6386 0.8 -0.2 0.2
H -3.1418 7.0923 1.2511 0.0 -0.6 -0.8
H -2.4457 6.8367 -0.4043 -0.3 -0.5 0.5
H -2.0970 5.6815 1.0153 -0.4 0.4 -0.7
H -1.9785 4.7448 -1.3326 -0.1 0.2 -0.3
H -2.3369 3.1449 -3.2022 0.7 -0.2 -0.2
H -6.2698 2.3428 -1.8888 -0.1 0.1 0.1
H -6.1210 4.3126 -0.2844 0.2 -0.1 -0.3
H -1.4893 -0.2286 -5.0089 0.3 0.0 -0.7
H 1.0058 -0.5051 -4.2476 0.6 -0.1 -0.6
H -0.8403 0.0865 2.0804 -0.3 -0.1 -0.6
H -3.3499 0.2398 1.4832 0.5 -0.1 -0.3
H -3.9687 0.1181 -0.9128 -0.1 0.2 0.1
C 0.1021 -3.4544 -0.9840 -1.1 -0.2 0.5
P 1.0195 -2.9237 0.5257 -1.1 0.2 0.1
C -0.1500 -3.0685 1.9725 0.4 -0.3 0.0
C 2.1660 -4.2789 0.6825 0.3 -0.3 0.5
C 2.9700 -4.6045 -0.4269 -0.1 -0.2 1.0
C 3.8128 -5.7036 -0.3430 0.0 -0.3 0.0
C 3.8273 -6.5065 0.8190 -0.3 1.1 -0.2
C 3.0260 -6.1682 1.9016 -0.6 1.1 -0.2
C 2.1851 -5.0274 1.8657 0.9 -0.6 -1.2
H 0.7003 -3.2986 -1.8719 0.2 0.1 -0.1
H -0.8760 -2.9302 -1.1218 0.8 -0.3 0.2
H -0.0968 -4.5418 -0.9019 0.0 0.6 0.0
H -0.4038 -4.1325 2.1511 0.1 0.6 -0.1
H -1.0723 -2.5202 1.7612 0.2 -0.1 0.0
H 0.3221 -2.6433 2.8891 -0.2 -0.3 -0.7
H 2.9188 -3.9710 -1.2997 0.2 -0.1 -0.2
H 4.4488 -5.9462 -1.1960 -0.1 0.0 0.3
H 4.5004 -7.3357 0.9152 0.1 -0.3 -0.2
H 3.0330 -6.7555 2.7919 0.1 -0.4 0.4
H 1.5475 -4.7368 2.6886 0.2 -0.3 0.1